17
Properties=species:S:1:pos:R:3:forces:R:3:lowdin_charge:R:1 method="wB97M-V/def2-TZVPD" orbital_gap_ev=8.93 e_above_lowest_kj_mol=106.9 total_energy_ev=-6852.42033 e_homo_ev=-7.740
C 0.509203 0.084842 -2.689726 0.756 -0.004 -0.618 -0.12
C 0.074093 1.041945 -1.578423 -0.325 0.430 -0.291 -0.29
C 0.522551 0.646187 -0.200987 -0.567 0.463 -0.572 -0.14
C -0.222186 -0.129763 0.582905 0.664 0.577 0.050 -0.18
N 0.237423 -0.712240 1.756363 -1.264 -0.145 0.608 -0.09
C -0.734389 -0.956088 2.829391 -0.171 -1.190 -0.574 -0.11
H -0.201758 -0.703230 -2.926971 -0.324 0.090 0.172 0.06
H 0.710313 0.642904 -3.612154 -0.211 -0.127 0.020 0.06
H 1.438725 -0.451390 -2.478571 0.041 0.222 0.284 0.07
H -1.009927 1.169454 -1.674442 -0.061 -0.212 0.388 0.10
H 0.437694 2.052273 -1.794414 0.243 -0.151 -0.041 0.10
H 1.470460 1.087789 0.092408 0.185 -0.573 0.205 0.10
H -1.255012 -0.295357 0.297721 0.040 -0.543 0.044 0.12
H 1.038597 -0.253552 2.118169 0.873 0.265 0.040 0.10
H -0.563147 -0.376773 3.732297 -0.102 0.333 -0.090 0.07
H -0.708019 -2.016862 3.113421 0.177 0.158 0.126 0.07
H -1.744620 -0.830139 2.433011 0.047 0.407 0.248 0.07